This record from OMol25 describes one molecule with the formula C8H11F3O5 at a distorted geometry. The level of theory is ωB97M-V/def2-TZVPD.

orbital gap	11.05	eV
SMILES string	O=C1OC[C@@](CCO)(C[C@@H](O)C(F)(F)F)O1
energy relative to the best compared isomer or geometry (same formula, charge and spin)	0.0	kJ/mol

Geometry as XYZ:
```
27
C8H11F3O5 (ωB97M-V/def2-TZVPD)
O 1.02 3.96 0.48
C 1.12 2.77 0.52
O 1.36 2.05 1.64
C 1.24 0.67 1.32
C 0.48 0.67 -0.01
C 0.86 -0.41 -1.01
C 1.46 -1.72 -0.47
O 2.57 -2.16 -1.25
C -1.03 1.00 0.20
C -2.15 0.00 -0.09
O -2.42 -0.16 -1.48
C -1.99 -1.41 0.48
F -3.15 -1.82 1.05
F -1.04 -1.45 1.45
F -1.67 -2.33 -0.44
O 1.04 1.94 -0.54
H 0.80 0.08 2.12
H 2.25 0.28 1.16
H 0.02 -0.62 -1.67
H 1.63 0.04 -1.64
H 0.75 -2.54 -0.53
H 1.77 -1.64 0.57
H 3.27 -1.49 -1.20
H -1.23 1.85 -0.47
H -1.18 1.39 1.21
H -3.05 0.39 0.39
H -2.75 0.69 -1.80
```

---

This record from OMol25 describes a 2-piece molecular cluster, C5H13NO2 overall at a distorted geometry. The level of theory is ωB97M-V/def2-TZVPD.

orbital gap	10.03	eV
SMILES string	CN[C@H](C)CC=O.O
energy relative to the best compared isomer or geometry (same formula, charge and spin)	244.4	kJ/mol

Geometry as XYZ:
```
21
C5H13NO2 (ωB97M-V/def2-TZVPD)
C -1.36 0.18 -1.76
N -0.42 0.70 -0.69
C -0.72 0.09 0.68
C -0.75 1.26 1.73
C 0.49 -0.79 1.07
C 0.78 -1.98 0.16
O 0.24 -2.18 -0.88
H -0.87 0.08 -2.72
H -2.24 0.83 -1.57
H -1.79 -0.69 -1.30
H -0.48 1.70 -0.67
H -1.68 -0.38 0.80
H -0.11 2.08 1.33
H -1.76 1.68 1.83
H -0.46 0.86 2.68
H 1.41 -0.24 1.03
H 0.24 -1.06 2.13
H 1.76 -2.49 0.39
O 2.84 0.28 -1.67
H 3.01 -0.33 -0.95
H 1.88 0.39 -1.61
```

---

This record from OMol25 describes one molecule with the formula C5H11ClSSi at a distorted geometry. The level of theory is ωB97M-V/def2-TZVPD.

orbital gap	9.65	eV
SMILES string	C[Si@@]1(Cl)CC[C@@H](S)C1
energy relative to the best compared isomer or geometry (same formula, charge and spin)	0.0	kJ/mol

Geometry as XYZ:
```
19
C5H11ClSSi (ωB97M-V/def2-TZVPD)
C -1.98 -1.33 -1.06
Si -1.24 0.16 -0.23
Cl -2.53 1.63 0.10
C -0.47 -0.20 1.49
C 1.06 -0.10 1.23
C 1.38 0.93 0.15
S 3.12 1.36 -0.34
C 0.35 0.69 -1.16
H -1.68 -2.35 -0.89
H -2.94 -1.38 -0.56
H -2.17 -1.16 -2.19
H -0.76 -1.11 1.90
H -0.70 0.70 2.21
H 1.62 -0.02 2.22
H 1.34 -1.08 0.71
H 1.07 1.92 0.65
H 3.65 0.08 -0.68
H 0.34 1.54 -1.77
H 0.53 -0.28 -1.78
```

---

This record from OMol25 describes one molecule with the formula C3H6N2O. The level of theory is ωB97M-V/def2-TZVPD.

orbital gap	10.01	eV
energy relative to the best compared isomer or geometry (same formula, charge and spin)	188.4	kJ/mol

Geometry as XYZ:
```
12
C3H6N2O (ωB97M-V/def2-TZVPD)
C -1.82 0.98 0.73
C 0.11 -0.29 0.22
N -0.85 0.49 -0.24
N 1.08 -0.61 -0.68
C 2.18 -1.31 -0.19
O 3.18 -1.54 -0.83
H -2.29 1.89 0.36
H -1.28 1.20 1.65
H -2.59 0.23 0.94
H -0.91 0.84 -1.19
H 1.16 -0.27 -1.64
H 2.01 -1.60 0.86
```

---

This record from OMol25 describes C35H55N7O5S2Si2Ti as an isolated structure at a distorted geometry. The level of theory is ωB97M-V/def2-TZVPD.

charge	-2
orbital gap (spin up / spin down)	4.99 / 4.98	eV
energy relative to the best compared isomer or geometry (same formula, charge and spin)	127.7	kJ/mol

Geometry as XYZ:
```
107
C35H55N7O5S2Si2Ti (ωB97M-V/def2-TZVPD)
Ti -0.79 -0.61 0.50
S -1.77 1.09 -0.94
C -3.32 0.22 -0.95
N -4.23 0.69 -1.78
N -5.45 -0.02 -1.68
C -5.63 -1.18 -2.37
C -4.79 -1.56 -3.42
C -5.04 -2.72 -4.14
C -6.11 -3.56 -3.83
C -6.94 -3.19 -2.78
C -6.71 -2.04 -2.05
N -3.62 -0.82 -0.13
N -2.64 -1.26 0.67
C -3.06 -2.39 1.40
C -4.06 -3.25 0.92
C -4.41 -4.38 1.64
C -3.80 -4.68 2.85
C -2.83 -3.82 3.34
C -2.46 -2.69 2.63
H -5.86 0.00 -0.76
H -3.93 -0.94 -3.64
H -4.36 -2.99 -4.94
H -6.28 -4.47 -4.39
H -7.78 -3.83 -2.50
H -7.36 -1.78 -1.22
H -4.54 -3.01 -0.02
H -5.18 -5.04 1.24
H -4.08 -5.57 3.41
H -2.35 -4.02 4.30
H -1.73 -2.00 3.04
C 2.11 4.89 -0.22
C 1.04 3.96 -0.82
C 0.98 4.13 -2.34
C -0.32 4.30 -0.21
O 1.27 2.58 -0.50
Si 2.62 1.64 -0.32
S 2.14 -0.34 -0.32
O 3.73 2.14 -1.49
C 4.30 1.56 -2.67
C 3.22 1.12 -3.65
C 5.15 2.67 -3.29
C 5.20 0.37 -2.32
O 3.27 2.25 1.08
C 4.29 1.81 1.98
C 3.64 1.03 3.11
C 5.34 0.96 1.27
C 4.94 3.09 2.51
H 1.86 5.93 -0.45
H 3.09 4.66 -0.64
H 2.16 4.76 0.86
H 0.64 5.13 -2.61
H 0.28 3.39 -2.75
H 1.97 3.97 -2.77
H -0.57 5.35 -0.38
H -0.30 4.10 0.87
H -1.10 3.67 -0.65
H 2.62 1.98 -3.98
H 2.56 0.41 -3.15
H 3.66 0.65 -4.53
H 4.51 3.53 -3.53
H 5.63 2.33 -4.21
H 5.92 2.99 -2.59
H 4.63 -0.37 -1.77
H 6.05 0.70 -1.72
H 5.58 -0.09 -3.24
H 3.03 0.22 2.70
H 2.97 1.67 3.68
H 4.39 0.61 3.78
H 4.87 0.05 0.86
H 6.13 0.67 1.97
H 5.78 1.52 0.45
H 4.18 3.71 2.99
H 5.38 3.65 1.69
H 5.72 2.85 3.25
O 1.12 -0.77 2.66
C 1.06 -1.93 2.28
C 1.84 -3.09 2.88
C 1.30 -4.29 2.11
C 0.31 -3.69 1.11
O -0.30 -4.36 0.30
N 0.23 -2.33 1.28
H 1.66 -3.12 3.95
H 2.90 -2.90 2.72
H 0.75 -4.99 2.73
H 2.06 -4.86 1.57
N -0.43 -2.19 -3.63
C -1.43 -3.05 -3.19
C -1.59 -2.77 -1.87
N -0.72 -1.76 -1.50
C -0.04 -1.44 -2.57
H -0.07 -2.11 -4.55
H -1.91 -3.75 -3.84
H -2.26 -3.21 -1.16
H 0.70 -0.67 -2.62
C -1.64 0.29 4.20
Si -1.26 1.07 2.47
C -2.80 2.17 2.23
C 0.18 2.26 2.90
H -1.70 1.10 4.94
H -0.85 -0.40 4.51
H -2.60 -0.24 4.21
H -2.85 2.95 3.01
H -3.71 1.56 2.30
H -2.81 2.65 1.25
H 0.73 1.85 3.76
H -0.20 3.25 3.18
H 0.89 2.37 2.08
```

---

This record from OMol25 describes a 4-piece molecular cluster, C8H23FNO5 overall at a distorted geometry. The level of theory is ωB97M-V/def2-TZVPD.

charge	-1
orbital gap	9.01	eV
energy relative to the best compared isomer or geometry (same formula, charge and spin)	0.0	kJ/mol

Geometry as XYZ:
```
38
C8H23FNO5 (ωB97M-V/def2-TZVPD)
F -2.16 0.95 -0.63
C 4.22 1.22 2.21
C 4.52 0.92 0.79
C 3.63 1.76 -0.24
O 2.21 1.59 -0.07
C 1.72 0.23 -0.20
N 5.88 1.16 0.45
H 4.23 2.30 2.32
H 4.98 0.76 2.84
H 3.20 0.92 2.46
H 4.24 -0.14 0.77
H 3.88 1.42 -1.25
H 3.82 2.83 -0.21
H 0.63 0.25 -0.26
H 1.97 -0.32 0.70
H 2.09 -0.31 -1.07
H 5.90 1.20 -0.56
H 6.05 2.14 0.59
C -2.09 -0.70 2.34
C -3.23 -1.37 1.57
O -3.93 -0.32 0.92
O -1.03 -0.41 1.51
H -1.72 -1.26 3.20
H -2.37 0.23 2.83
H -3.89 -1.95 2.21
H -2.82 -2.08 0.85
H -3.36 0.00 0.21
H -1.47 0.15 0.87
C -3.03 -1.88 -2.45
C -4.29 -0.98 -2.40
O -4.42 -0.37 -3.66
O -1.79 -1.13 -2.40
H -3.00 -2.36 -3.43
H -3.09 -2.56 -1.60
H -4.26 -0.33 -1.52
H -5.08 -1.72 -2.31
H -4.31 0.59 -3.60
H -1.82 -0.42 -1.75
```

---

This record from OMol25 describes one molecule with the formula C3H6ClN3S at a distorted geometry. The level of theory is ωB97M-V/def2-TZVPD.

orbital gap	8.70	eV
SMILES string	N/N=C(\CCl)NC=S
energy relative to the best compared isomer or geometry (same formula, charge and spin)	171.8	kJ/mol

Geometry as XYZ:
```
14
C3H6ClN3S (ωB97M-V/def2-TZVPD)
N -1.86 2.41 -0.11
N -0.61 1.80 -0.17
C -0.63 0.53 0.05
C -1.84 -0.30 0.34
Cl -1.64 -2.04 -0.18
N 0.63 -0.11 0.16
C 1.80 0.49 -0.14
S 3.18 -0.30 0.03
H -1.67 3.30 -0.51
H -2.07 2.72 0.91
H -2.00 -0.29 1.48
H -2.80 0.12 -0.08
H 0.70 -1.10 0.56
H 1.77 1.58 -0.45
```

---

This record from OMol25 describes C21H31BN9O2S2SeW as an isolated structure at a distorted geometry. The level of theory is ωB97M-V/def2-TZVPD.

charge	+1
orbital gap (spin up / spin down)	5.55 / 5.41	eV
energy relative to the best compared isomer or geometry (same formula, charge and spin)	283.7	kJ/mol
⟨S²⟩	2.013
2S+1	3

Geometry as XYZ:
```
68
C21H31BN9O2S2SeW (ωB97M-V/def2-TZVPD)
W -0.56 -0.10 -0.96
C 2.83 0.24 -0.64
C 2.45 -1.22 -0.79
N 1.08 -1.40 -0.26
C 0.63 -2.78 -0.48
C 0.12 -2.87 -1.89
C 0.21 -4.00 -2.68
C -0.36 -3.99 -3.94
C -1.08 -2.87 -4.33
C -1.15 -1.78 -3.49
C -2.06 -0.62 -3.73
N -1.57 0.57 -3.02
C -0.77 1.46 -3.88
C 0.56 2.62 -2.08
N 2.23 1.10 -1.64
N -0.49 -1.74 -2.31
H 3.91 0.36 -0.72
H 2.52 0.59 0.35
H 3.14 -1.84 -0.22
H 2.47 -1.52 -1.84
H 1.23 -1.30 0.78
H -0.20 -2.99 0.19
H 1.42 -3.50 -0.29
H 0.72 -4.88 -2.30
H -0.29 -4.85 -4.59
H -1.60 -2.85 -5.28
H -3.04 -0.89 -3.32
H -2.19 -0.43 -4.79
H -2.39 1.11 -2.74
H -1.32 1.70 -4.79
H 0.16 0.95 -4.14
H 0.39 3.32 -1.26
H 1.48 2.98 -2.56
H 2.53 0.85 -2.57
C -0.13 -3.19 4.46
N 0.06 -1.76 4.55
C -0.73 -0.90 5.29
C -0.22 0.34 5.11
N 0.86 0.25 4.25
B 1.70 1.47 3.81
N 0.88 2.36 2.75
C 1.08 3.72 2.73
C 0.24 4.26 1.82
N -0.48 3.22 1.28
C -1.61 3.37 0.39
C -0.04 2.06 1.83
S -0.71 0.50 1.47
C 1.03 -1.05 3.91
S 2.23 -1.74 2.92
H -0.39 -3.59 5.44
H 0.80 -3.64 4.12
H -0.92 -3.44 3.75
H -1.56 -1.24 5.88
H -0.54 1.28 5.53
H 1.83 2.19 4.77
H 2.73 1.13 3.31
H 1.79 4.19 3.38
H 0.08 5.29 1.54
H -1.57 4.34 -0.09
H -2.55 3.28 0.94
H -1.61 2.59 -0.36
O -2.85 0.40 -0.73
C -3.02 -0.70 -0.14
O -2.06 -1.52 -0.06
H -3.99 -0.95 0.28
Se -1.61 4.09 -3.25
C -0.54 2.71 -3.08
N 0.81 1.26 -1.60
```

---

This record from OMol25 describes a 12-piece molecular cluster, C49H95Br22I3N5O3S overall at a distorted geometry. The level of theory is ωB97M-V/def2-TZVPD.

charge	+1
orbital gap	8.64	eV

Geometry as XYZ:
```
178
C49H95Br22I3N5O3S (ωB97M-V/def2-TZVPD)
C -2.78 5.99 4.95
C -2.87 7.49 4.85
O -3.10 8.10 5.79
O -2.68 8.12 3.67
C -1.32 8.57 3.52
C -0.65 7.68 2.50
C 0.89 7.77 2.51
C 1.53 6.42 2.74
C 1.31 5.51 1.52
C 1.44 4.04 1.95
N 0.18 3.30 1.96
C -0.72 3.63 3.06
C -0.23 3.07 4.40
C -1.39 2.44 5.16
S -0.83 1.63 6.70
C -0.11 2.41 1.10
N -1.23 1.64 1.12
C -0.59 0.27 1.07
C 0.11 0.15 2.46
C -0.09 -1.30 3.01
C -1.17 -1.35 4.07
I -0.81 -3.10 5.29
C 0.24 0.47 -0.19
C -0.79 0.27 -1.33
C -1.27 -1.16 -1.51
C -2.47 -1.23 -2.47
C -3.69 -0.47 -1.98
N -4.23 -0.98 -0.70
N 1.53 -0.19 -0.31
C 1.99 -0.37 -1.69
C 1.66 -1.48 0.37
C 1.15 -2.81 -0.14
O 2.25 -1.48 1.35
N 0.61 1.93 0.04
C 0.83 2.72 -1.16
I -0.72 4.28 -1.36
C 2.21 3.43 -1.18
C 3.35 2.59 -0.61
I 2.65 3.70 -3.31
H -1.90 5.74 5.52
H -2.78 5.51 3.98
H -3.63 5.62 5.51
H -1.40 9.57 3.16
H -0.81 8.53 4.47
H -0.97 6.66 2.67
H -0.99 7.96 1.51
H 1.22 8.15 1.55
H 1.21 8.51 3.25
H 1.11 5.97 3.64
H 2.59 6.56 2.91
H 2.10 5.79 0.84
H 0.33 5.75 1.14
H 2.23 3.51 1.44
H 1.76 4.08 2.98
H -0.67 4.71 3.14
H -1.74 3.37 2.85
H 0.22 3.84 5.01
H 0.54 2.32 4.26
H -1.90 1.71 4.54
H -2.10 3.22 5.42
H -1.73 0.64 6.81
H -1.84 1.78 1.91
H -1.40 -0.44 1.11
H 1.17 0.35 2.43
H -0.35 0.77 3.20
H -0.25 -1.97 2.18
H 0.86 -1.57 3.45
H -2.16 -1.50 3.66
H -1.08 -0.48 4.69
H -1.66 0.90 -1.18
H -0.39 0.58 -2.29
H -1.59 -1.66 -0.60
H -0.50 -1.73 -1.99
H -2.68 -2.26 -2.71
H -2.14 -0.74 -3.38
H -4.46 -0.61 -2.73
H -3.49 0.59 -1.98
H -5.23 -0.87 -0.76
H -3.97 -0.31 0.01
H 3.01 -0.72 -1.64
H 1.44 -1.10 -2.28
H 2.03 0.55 -2.27
H 1.63 -3.59 0.43
H 1.22 -2.95 -1.20
H 0.10 -2.86 0.13
H 0.75 2.18 -2.08
H 2.15 4.43 -0.80
H 4.16 3.26 -0.37
H 3.69 1.88 -1.34
H 3.04 2.12 0.32
Br 4.54 -3.00 -2.04
C 4.50 -4.61 -3.13
C 3.11 -4.88 -3.64
Br 1.97 -5.59 -2.24
H 4.89 -5.42 -2.51
H 5.19 -4.43 -3.95
H 3.13 -5.64 -4.41
H 2.62 -3.99 -4.02
Br 2.80 -8.60 -4.53
C 1.57 -9.77 -3.58
C 0.32 -10.03 -4.38
Br -0.88 -8.50 -4.33
H 1.37 -9.31 -2.62
H 2.12 -10.70 -3.42
H -0.24 -10.85 -3.94
H 0.52 -10.25 -5.42
Br 6.81 -9.25 -0.87
C 6.76 -10.86 -1.95
C 5.37 -11.13 -2.47
Br 4.22 -11.86 -1.08
H 7.14 -11.67 -1.34
H 7.44 -10.67 -2.77
H 5.39 -11.89 -3.25
H 4.88 -10.24 -2.85
Br 3.04 -16.31 1.69
C 2.55 -14.43 1.82
C 1.20 -14.17 1.21
Br 1.28 -14.17 -0.74
H 3.34 -13.87 1.34
H 2.53 -14.21 2.88
H 0.84 -13.18 1.48
H 0.45 -14.91 1.48
Br 2.87 -1.63 -5.37
C 1.95 -0.15 -6.24
C 0.68 0.20 -5.52
Br -0.74 -1.08 -5.90
H 1.79 -0.44 -7.28
H 2.65 0.68 -6.21
H 0.30 1.16 -5.87
H 0.80 0.23 -4.44
Br -0.94 12.41 0.77
C -0.71 13.25 2.51
C 0.72 13.16 2.98
Br 1.16 11.37 3.61
H -1.40 12.76 3.19
H -1.01 14.28 2.37
H 0.88 13.82 3.83
H 1.43 13.40 2.20
Br -2.01 7.28 -3.73
C -0.17 7.89 -3.89
C 0.42 8.20 -2.55
Br -0.26 9.91 -1.89
H -0.17 8.75 -4.56
H 0.35 7.06 -4.37
H 1.50 8.31 -2.61
H 0.18 7.45 -1.80
Br -3.02 1.95 -4.51
C -3.83 3.67 -4.94
C -4.08 3.81 -6.41
Br -2.43 4.19 -7.37
H -3.17 4.44 -4.54
H -4.77 3.69 -4.39
H -4.73 4.66 -6.61
H -4.50 2.92 -6.86
Br -4.35 0.90 2.70
C -6.20 1.31 3.16
C -7.16 0.57 2.26
Br -7.25 1.39 0.50
H -6.31 2.38 3.10
H -6.32 0.99 4.19
H -8.17 0.62 2.66
H -6.88 -0.47 2.11
Br 1.97 -9.77 -7.95
C 1.05 -8.32 -8.87
C -0.23 -7.95 -8.17
Br -1.64 -9.24 -8.52
H 0.90 -8.64 -9.90
H 1.75 -7.49 -8.86
H -0.61 -7.00 -8.55
H -0.12 -7.88 -7.09
Br 1.12 -1.96 9.29
C -0.11 -2.99 10.39
C -1.37 -3.32 9.63
Br -2.55 -1.78 9.50
H -0.29 -2.41 11.29
H 0.43 -3.90 10.65
H -1.94 -4.08 10.16
H -1.18 -3.66 8.62
```